Entry 1:
ORCA calculation (ωB97M-V with the def2-TZVPD basis set) on one molecule with the formula C12H18O at a distorted geometry.

Structure (XYZ):
```
31
Properties=species:S:1:pos:R:3:forces:R:3:nbo_charge:R:1
H -2.528 -1.275 0.164 -0.89 0.40 -0.90 0.21
H -3.326 0.878 -0.844 0.30 -0.16 -0.39 0.20
C -2.690 1.296 -0.069 4.03 1.38 -3.45 -0.58
C -0.594 -1.637 -0.766 1.04 -1.19 1.69 -0.40
C -0.288 1.191 1.024 0.35 -0.40 -1.57 0.24
H 3.361 0.828 -1.172 0.89 0.52 0.84 0.22
C -1.509 -0.957 0.249 1.16 0.45 0.03 -0.41
H 3.356 -0.779 -2.084 -0.66 1.54 1.04 0.22
H 1.442 2.051 0.732 -0.67 0.16 0.01 0.49
H -1.127 -1.991 -1.589 -1.31 -0.97 -1.10 0.20
H 2.219 0.496 -2.364 -0.89 0.91 -1.35 0.21
C 0.403 -0.673 -1.401 -1.47 -1.02 0.30 -0.25
O 0.512 2.239 0.497 -0.04 -0.95 0.92 -0.70
C -0.080 0.581 2.157 0.10 1.92 -1.49 -0.02
H -1.359 -1.338 1.262 0.79 0.63 0.11 0.22
H 1.458 -1.802 1.298 -0.39 0.69 -1.36 0.22
H 3.036 -1.008 0.860 -1.15 -0.34 -0.39 0.19
H -0.820 0.880 4.040 1.07 -0.68 -0.39 0.22
H -2.543 2.394 -0.278 -0.24 -1.00 0.14 0.20
H 0.517 -1.153 -2.418 0.53 1.20 0.69 0.22
H 0.509 -0.543 3.849 -0.69 1.40 -0.44 0.21
H -0.068 -2.482 -0.283 -0.28 0.16 -0.51 0.21
H -1.223 0.340 -2.169 -0.94 0.01 -0.44 0.21
H -3.210 1.203 0.777 -1.67 -0.45 3.74 0.20
C -0.520 0.592 -1.405 0.68 -1.06 0.19 -0.40
H -0.064 1.510 -1.725 0.30 0.51 0.31 0.23
C -1.214 0.570 -0.020 -2.79 0.53 0.05 -0.06
C 1.701 -0.620 -0.668 0.34 0.13 -0.16 0.03
C 1.971 -1.199 0.513 2.41 0.69 0.61 -0.44
C -0.065 0.335 3.404 -0.41 -1.68 3.17 -0.45
C 2.743 0.071 -1.570 0.50 -3.31 0.09 -0.64
```
Forces are in eV/Å.

As for the total charge: 0. For the relative energy (zero: lowest compared OMol25 entry of this formula, charge and spin), the calculation gives 417.2 kJ/mol. The gap between HOMO and LUMO comes out at 9.2435 eV. The total energy comes out at -543.13189 Ha. As for the HOMO energy: -8.5 eV.

***

Entry 2:
ORCA calculation (ωB97M-V with the def2-TZVPD basis set) on one molecule with the formula C12H18O at a distorted geometry.

Structure (XYZ):
```
31
Properties=species:S:1:pos:R:3:forces:R:3:nbo_charge:R:1
C 0.912 1.721 1.095 0.77 2.27 -0.14 -0.65
H 0.081 1.928 1.775 -0.23 -0.97 -0.25 0.24
H 2.619 1.784 -1.183 -1.28 -0.05 0.47 0.23
H -0.980 -2.370 1.483 1.48 1.54 -0.16 0.22
H 0.502 -2.515 -0.899 0.73 0.21 0.70 0.22
H -1.634 1.702 -1.750 -0.51 1.07 -0.24 0.47
C -0.848 -1.008 -0.181 -1.87 -0.87 -0.68 -0.06
H -2.927 -1.641 0.210 -0.04 0.25 0.09 0.21
H 1.705 1.217 1.683 -0.11 1.24 -0.34 0.21
H 0.303 -1.237 -2.030 0.23 0.29 1.10 0.22
C 0.412 -1.423 -0.917 -0.47 1.04 -2.52 -0.41
H -2.057 -2.821 -0.762 0.50 0.41 0.57 0.21
C -2.158 -1.736 -0.550 0.73 -0.82 0.13 -0.61
C 1.088 -1.125 1.217 -0.92 2.76 1.72 -0.41
H 1.504 0.971 -2.329 0.04 0.55 1.99 0.22
H -2.508 -1.389 -1.472 -0.83 0.92 -1.35 0.22
C 1.366 -0.446 -0.118 0.32 -2.95 -0.54 -0.21
H 2.489 -0.613 -0.389 -1.95 0.94 0.34 0.23
C 1.516 1.627 -1.350 -0.13 -1.51 -2.96 -0.62
H 1.112 2.817 0.806 0.55 -1.56 0.53 0.22
O -1.279 0.832 -1.821 0.34 -1.53 1.39 -0.70
C -0.513 -1.328 1.260 2.73 -3.09 -1.86 -0.40
C -0.925 0.503 -0.440 3.67 0.73 -1.58 0.18
H 1.484 -0.410 2.028 -0.71 -1.92 -0.63 0.20
C -1.715 1.190 0.505 -2.14 0.37 0.74 -0.04
C 0.728 0.948 -0.207 -0.21 -0.87 -0.23 -0.05
H -3.192 2.044 1.908 -1.59 1.01 1.60 0.22
H -0.866 -0.688 1.942 -1.74 2.45 2.48 0.21
C -2.551 1.595 1.269 1.89 -0.74 -1.73 -0.19
H 1.079 2.488 -1.827 -0.24 0.96 0.62 0.22
H 1.647 -1.987 1.126 1.02 -2.12 0.73 0.21
```
Forces are in eV/Å.

As for the total charge: 0. For the relative energy (zero: lowest compared OMol25 entry of this formula, charge and spin), the calculation gives 413.1 kJ/mol. The gap between HOMO and LUMO comes out at 10.2632 eV. The total energy comes out at -543.13345 Ha. As for the HOMO energy: -9.4 eV.

***

Entry 3:
ORCA calculation (ωB97M-V with the def2-TZVPD basis set) on C12H18O13Rb5S as an isolated structure at a distorted geometry.

Structure (XYZ):
```
49
Properties=species:S:1:pos:R:3:forces:R:3:nbo_charge:R:1
C -15.196 11.989 -5.406 0.64 1.16 -0.98 0.08
O -16.736 13.267 -6.676 0.25 0.05 -1.89 -0.33
H -14.078 15.976 -0.776 -0.45 0.39 0.46 0.22
O -11.571 15.186 -3.269 -2.07 2.93 -1.07 -1.11
O -9.461 14.330 -2.818 1.85 -0.33 0.27 -1.22
H -14.320 12.522 -0.038 -0.83 0.08 0.13 0.21
H -9.607 19.888 -0.548 0.40 -0.31 0.15 0.24
H -10.412 18.373 -2.241 -0.03 0.69 -0.70 0.17
H -10.243 18.557 0.477 -0.22 -0.06 -0.25 0.21
H -15.294 11.245 -4.616 -0.47 -0.19 -0.34 0.25
C -14.473 15.047 -0.365 1.32 1.46 -0.01 -0.64
H -14.048 14.218 -2.432 0.02 0.87 0.10 0.18
Rb -6.929 13.247 -3.160 0.58 0.23 0.04 1.00
O -11.290 12.903 -3.208 -0.41 -2.20 -0.32 -1.21
H -15.973 13.837 -4.645 -0.23 1.31 -1.26 0.27
C -16.365 12.237 -7.457 2.80 0.00 8.51 0.95
O -11.146 14.076 -1.093 0.04 0.14 -0.18 -1.06
O -13.853 20.909 -1.541 2.07 -4.93 0.39 -0.52
H -12.583 17.253 -2.150 0.06 0.02 -0.34 0.16
C -12.257 17.877 -1.318 1.25 -1.45 0.11 -0.09
O -11.922 19.897 -2.150 0.45 0.78 -1.08 -0.50
H -15.373 15.206 0.229 -0.29 0.05 -0.60 0.27
O -15.481 11.412 -6.708 -1.94 0.28 -3.51 -0.41
H -13.103 11.622 -5.501 -0.09 -0.43 0.01 0.22
H -16.989 12.532 -4.712 -1.28 0.41 -0.61 0.27
H -11.106 20.123 0.119 -0.30 -0.40 0.57 0.25
O -16.881 12.020 -8.521 -0.81 -0.60 -2.59 0.05
O -15.734 12.064 -1.631 0.33 0.22 1.04 -0.52
Rb -11.094 10.425 -2.001 -0.40 -0.26 0.27 1.00
C -16.662 13.062 -1.858 0.26 -2.25 0.24 0.95
H -13.770 12.183 -1.658 0.57 0.11 0.14 0.14
H -13.543 13.010 -6.352 -0.16 0.80 0.29 0.21
C -10.489 19.312 -0.269 0.04 1.37 -1.52 -0.66
C -13.153 19.875 -1.521 -1.01 6.30 -1.23 0.95
H -11.984 17.204 -0.504 -0.22 0.04 0.12 0.19
C -14.655 14.119 -1.532 -0.71 -0.61 1.52 0.07
Rb -9.878 13.209 -5.587 -0.19 -0.09 -0.18 0.99
C -16.276 13.059 -5.347 0.18 -2.49 2.87 -0.14
C -13.770 12.481 -5.426 0.64 -1.02 -0.19 -0.67
Rb -11.749 16.646 -5.567 -0.29 0.78 0.16 1.00
C -14.542 12.702 -1.090 0.27 -2.52 -1.32 -0.08
Rb -8.679 14.010 0.562 -0.39 0.40 0.35 1.00
S -10.918 14.164 -2.534 1.67 -1.58 0.73 2.63
O -13.270 18.717 -0.942 -3.03 -0.43 1.65 -0.47
C -11.157 18.864 -1.616 0.57 -1.64 2.15 0.07
H -13.755 14.754 0.402 0.38 -0.51 -0.42 0.22
O -16.038 14.198 -1.864 -0.09 2.62 -1.00 -0.48
O -17.799 12.844 -2.070 -0.61 0.14 -0.44 -0.53
H -13.482 12.911 -4.467 -0.13 0.68 -0.23 0.26
```
Forces are in eV/Å.

As for the total charge: +4. The spin multiplicity is 2. The gap between HOMO and LUMO (spin up / spin down) comes out at 6.1123 / 1.6576 eV. The total energy comes out at -1963.41204 Ha. As for the HOMO energy (spin up / spin down): -17.7 / -17.7 eV.

***

Entry 4:
ORCA calculation (ωB97M-V with the def2-TZVPD basis set) on C12H19AgF5N5O3PS2Te as an isolated structure at a distorted geometry.

Structure (XYZ):
```
49
Properties=species:S:1:pos:R:3:forces:R:3:nbo_charge:R:1
H 5.228 1.714 1.593 -0.33 -0.24 0.23 0.39
H -3.206 -4.368 4.985 -0.09 0.04 -0.96 0.21
C -2.037 -2.439 2.441 0.50 0.62 -1.59 -0.15
F -0.797 -2.544 -2.297 -0.39 0.39 0.13 -0.66
H -1.734 -0.414 5.084 -0.35 -0.33 -0.04 0.21
F 0.791 -1.366 -3.742 -0.20 0.27 0.00 -0.73
C 4.031 -0.851 -0.938 0.41 -0.59 -1.00 0.00
P -0.566 1.726 -2.100 -0.49 -0.63 -1.07 2.11
N 4.509 1.105 1.977 0.52 -0.90 -0.78 -0.81
F -0.764 1.607 -3.793 0.01 0.00 0.49 -0.64
H -3.032 1.222 -1.494 0.61 0.85 -0.65 0.20
S -1.668 -2.395 0.681 -0.41 -0.82 0.35 -0.02
H -2.701 2.469 -2.859 -0.54 -0.48 0.33 0.21
C 2.578 -0.184 1.112 0.38 -0.23 0.92 -0.04
Te -1.206 -1.243 -3.627 1.05 -0.43 -0.21 2.58
C 3.950 0.241 1.039 -1.51 0.24 -0.09 0.33
H 0.475 1.757 -0.150 0.62 0.45 0.05 0.53
H -2.750 -2.197 6.118 -0.59 -0.86 1.06 0.21
C -1.779 -1.267 3.164 0.43 -0.84 -2.30 -0.19
H -2.283 3.041 -0.011 0.05 -0.01 0.25 0.37
N 4.649 -0.087 -0.010 0.20 -0.44 -1.03 -0.46
H 2.096 3.037 -1.588 -0.36 0.83 -0.04 0.38
H 1.430 0.300 -1.973 0.17 -0.91 -0.52 0.22
H 2.017 -0.013 2.030 -0.11 0.38 -0.18 0.20
F -3.032 -1.561 -3.047 -0.22 -0.16 0.18 -0.71
H 2.190 -1.873 -1.655 0.66 0.52 0.62 0.26
H 2.888 1.820 -0.953 -0.68 -0.37 -0.41 0.35
H 3.839 1.530 2.564 -0.48 0.65 0.58 0.38
O -1.032 0.026 -1.999 0.29 -1.14 -0.38 -1.24
N 1.938 2.127 -1.215 1.62 -0.17 1.00 -0.88
N -2.562 3.310 -0.939 0.24 -0.79 -0.97 -0.89
C -2.626 -2.386 5.084 0.82 1.00 -0.51 -0.24
O -0.471 1.630 -0.347 -0.14 0.04 0.92 -1.06
H 1.559 1.645 -3.271 -0.05 -0.97 1.02 0.21
C -2.866 -3.531 4.356 -0.05 -0.61 1.75 -0.21
H -2.766 -4.488 2.472 0.22 -0.23 -0.48 0.23
Ag -1.028 -0.333 0.042 0.08 0.12 -0.22 1.15
F -1.233 -2.850 -4.739 -0.21 -0.06 -0.06 -0.71
S -1.070 0.078 2.199 -0.36 -0.18 1.90 -0.09
H -0.928 3.808 -2.018 -0.28 0.66 0.34 0.50
C 2.718 -1.299 -0.858 -0.24 0.40 -0.15 -0.07
C 1.276 1.314 -2.227 -0.75 1.60 -1.05 -0.56
N 1.964 -0.906 0.197 0.91 -0.14 0.05 -0.39
C -2.435 2.105 -1.855 0.45 1.21 0.38 -0.56
H 4.631 -1.102 -1.844 -0.47 0.18 0.90 0.20
H -3.508 3.645 -0.914 -0.37 0.02 0.04 0.35
C -2.528 -3.597 3.016 -0.57 0.47 0.56 -0.25
O -0.116 3.323 -2.184 -0.34 0.05 -0.19 -1.03
C -2.034 -1.288 4.492 0.34 1.53 0.82 -0.21
```
Forces are in eV/Å.

As for the total charge: -1. The gap between HOMO and LUMO comes out at 6.5021 eV. The total energy comes out at -3020.38969 Ha. As for the HOMO energy: -5.8 eV.

***

Entry 5:
ORCA calculation (ωB97M-V with the def2-TZVPD basis set) on C12H19Cl2Mg3O10 as an isolated structure at a distorted geometry.

Structure (XYZ):
```
46
Properties=species:S:1:pos:R:3:forces:R:3:nbo_charge:R:1
H 5.766 0.142 1.491 -0.32 -0.47 -0.28 0.25
O 3.184 -0.926 2.468 0.23 -0.11 0.00 -0.77
O -0.316 0.102 0.690 -1.32 1.00 -0.69 -0.78
C -5.997 -1.549 -1.037 -0.55 0.77 -0.82 -0.73
O 0.171 -1.722 2.948 -0.22 0.73 0.59 -0.83
Mg -3.100 1.334 -2.167 0.16 -1.71 1.06 1.88
H -2.535 -1.588 4.706 -0.09 -0.23 0.01 0.23
H 4.975 0.922 2.809 -0.13 -0.13 0.03 0.24
O -1.857 -1.830 2.161 -1.35 0.60 0.18 -0.91
O 1.052 -2.393 0.197 -0.09 -0.43 -0.60 -0.83
H 0.644 -4.075 -2.272 -0.03 0.41 0.10 0.24
H -6.458 -1.619 -0.058 0.50 -0.30 0.23 0.26
C 4.845 0.653 1.759 0.10 1.05 0.10 -0.73
H -0.844 -1.561 5.249 0.10 -0.31 0.14 0.24
C -0.068 2.275 -0.268 0.86 0.49 0.13 -0.76
Cl 4.297 3.169 -2.094 -0.16 0.12 -0.10 -0.06
H -6.705 -0.997 -1.659 0.14 -0.03 -0.03 0.24
O -3.755 -1.185 -0.306 -1.10 0.22 -0.04 -0.80
Mg 1.245 -0.938 1.435 1.10 -0.96 1.21 1.79
H -0.682 3.116 0.061 -0.34 -0.20 -0.14 0.25
H 2.663 2.915 -3.728 -0.26 0.17 -0.14 0.22
Mg -1.974 -1.104 0.346 0.60 -1.85 0.70 1.80
H 0.248 2.439 -1.302 -0.27 -0.07 -0.07 0.24
O -1.731 0.672 -0.879 -1.21 0.44 -0.72 -0.99
H -0.395 -4.873 -1.186 -0.06 0.17 0.25 0.24
C -0.731 0.947 -0.124 1.95 1.15 0.41 0.85
C 3.122 3.802 -3.304 0.57 -0.22 0.34 -0.38
O -4.477 0.012 -2.020 0.18 1.16 -0.29 -0.98
H 1.607 4.232 -1.811 -0.27 -0.14 -0.37 0.20
H 3.690 4.335 -4.060 -0.02 -0.05 -0.05 0.23
C 2.176 4.733 -2.594 0.22 0.18 0.56 -0.39
C 0.475 -4.212 -1.197 -0.39 -1.06 -1.16 -0.73
Cl 1.113 5.545 -3.773 -0.20 -0.17 0.13 -0.06
H 2.725 5.500 -2.049 0.12 0.11 -0.33 0.24
H -1.585 -3.109 4.649 -0.05 0.02 0.46 0.25
O 2.658 0.256 0.749 0.42 1.12 -0.87 -0.90
C 3.538 -0.064 1.625 -1.01 -0.79 0.73 0.78
C 0.172 -2.917 -0.527 0.60 0.29 0.71 0.84
C -1.072 -1.800 3.156 1.47 -0.42 -1.07 0.84
C -4.668 -0.854 -1.079 0.47 -0.64 0.21 0.87
C -1.548 -2.023 4.566 -0.18 0.44 -0.77 -0.72
H 4.788 1.589 1.200 0.11 -0.13 -0.12 0.22
H 1.331 -4.792 -0.866 0.10 0.48 0.54 0.25
H -5.867 -2.518 -1.520 0.02 -0.20 0.33 0.27
O -0.967 -2.388 -0.705 -0.33 -0.09 -0.52 -0.90
H 0.850 2.347 0.319 -0.08 -0.39 0.06 0.29
```
Forces are in eV/Å.

As for the total charge: +1. The gap between HOMO and LUMO comes out at 4.8027 eV. The total energy comes out at -2741.97990 Ha. As for the HOMO energy: -11.6 eV.

***

Entry 6:
ORCA calculation (ωB97M-V with the def2-TZVPD basis set) on one molecule with the formula C12H19FN2O2S at a distorted geometry.

Structure (XYZ):
```
37
Properties=species:S:1:pos:R:3:forces:R:3:nbo_charge:R:1
O 0.052 0.890 -2.283 -1.56 0.96 1.62 -0.87
H -0.900 0.382 2.147 0.35 0.52 -1.18 0.23
F -1.458 2.623 -1.156 1.41 -1.38 0.32 -0.48
H -5.121 1.558 0.132 1.13 0.10 0.11 0.22
H 5.029 0.737 -0.142 -0.61 -0.99 -0.27 0.20
H -2.346 -3.695 -0.267 -0.32 0.99 -0.02 0.22
O 1.005 2.819 -1.162 -2.06 -0.93 0.62 -0.88
N 1.241 1.292 0.968 0.99 -0.42 0.65 -0.45
C 2.413 0.395 0.904 0.60 -0.55 -0.50 -0.23
H -4.705 -2.938 -1.237 0.96 0.41 0.50 0.23
H -1.578 1.799 1.238 0.62 -0.79 -0.19 0.22
C -3.998 1.618 0.059 -0.33 -0.47 -0.22 -0.65
C -1.738 -1.660 0.368 -2.56 0.57 -0.98 -0.19
C -2.125 -0.230 0.474 -1.18 -1.59 -0.89 -0.06
C -1.101 0.792 1.114 -1.87 -1.49 0.05 -0.28
C -4.361 -0.840 -0.652 2.17 -0.73 0.83 -0.22
C 4.776 -1.489 0.321 0.61 1.13 -0.77 -0.63
H -3.611 2.183 0.950 -0.39 -0.53 -0.97 0.21
C -3.451 0.151 -0.024 0.11 -0.91 -0.28 0.01
C -2.666 -2.629 -0.230 -0.15 1.61 0.18 -0.22
H 5.221 -1.173 1.308 -0.52 -0.72 -0.94 0.21
C 4.494 -0.176 -0.540 -1.14 -0.24 0.02 -0.39
H 3.264 0.900 1.441 -1.00 -0.33 -0.37 0.21
H 4.817 -0.277 -1.611 -0.21 -0.13 1.04 0.21
H -5.351 -0.494 -1.042 1.08 -0.34 0.47 0.22
H 1.027 1.567 1.926 -0.12 -0.03 -0.45 0.36
N 0.136 0.788 0.288 -0.88 1.16 0.65 -0.43
H -3.794 2.195 -0.888 0.01 -0.61 1.07 0.24
H 2.746 0.897 -1.297 -0.22 -0.52 0.92 0.24
H 2.412 -0.847 -0.961 0.37 0.82 0.37 0.21
H 5.511 -2.110 -0.268 -0.81 0.34 1.01 0.22
C -3.975 -2.241 -0.768 1.24 2.29 1.15 -0.21
H 3.797 -2.013 0.456 1.10 0.14 0.02 0.20
S -0.028 1.794 -1.150 2.83 0.76 -2.86 2.37
H -0.760 -2.046 0.734 -0.83 0.57 -0.30 0.22
H 2.212 -0.593 1.409 0.15 0.90 -0.25 0.17
C 2.913 0.072 -0.558 1.05 0.42 -0.14 -0.42
```
Forces are in eV/Å.

As for the total charge: 0. For the relative energy (zero: lowest compared OMol25 entry of this formula, charge and spin), the calculation gives 0.0 kJ/mol. The gap between HOMO and LUMO comes out at 9.5147 eV. The total energy comes out at -1226.55972 Ha. As for the HOMO energy: -9.0 eV.